[1]
{"formula": "C46H55N4O10P2S", "method": "the ωB97M-V functional and the def2-TZVPD basis", "elements": ["H", "N", "H", "H", "C", "H", "C", "O", "C", "H", "H", "C", "C", "O", "C", "C", "C", "C", "S", "H", "H", "H", "H", "H", "H", "O", "C", "H", "O", "C", "C", "H", "C", "H", "H", "H", "H", "H", "H", "C", "N", "H", "H", "H", "C", "H", "H", "O", "H", "H", "O", "C", "C", "H", "H", "C", "N", "H", "O", "C", "C", "H", "P", "C", "H", "C", "C", "C", "H", "O", "C", "C", "C", "C", "H", "C", "C", "H", "H", "H", "C", "H", "H", "H", "C", "C", "H", "N", "O", "C", "H", "C", "C", "H", "C", "H", "P", "H", "C", "H", "C", "C", "H", "H", "H", "C", "C", "C", "H", "H", "H", "O", "C", "H", "H", "C", "C", "H"], "xyz": [[4.3092, 0.5303, 9.0845], [0.6105, 2.3331, 4.3078], [1.7365, 3.6545, -0.7875], [6.5688, 0.9807, 9.0824], [1.4202, 2.2011, 3.0143], [-0.5062, 2.4531, 0.2465], [4.1698, -0.7375, 7.3527], [2.3463, -3.9763, -9.3210], [-6.5068, -1.3378, -3.5580], [3.3662, 2.0088, 5.6073], [-1.0697, -3.1495, -4.8182], [6.8778, 1.4704, 6.9963], [1.1024, -3.3977, -7.4020], [-1.6784, -5.2321, -6.0056], [-5.4408, -2.7494, -5.1840], [-7.5707, 1.1830, -0.8939], [1.8805, -2.2734, -7.1536], [3.9991, -0.5325, 5.8361], [4.2195, 0.5597, 1.0573], [1.6521, 4.2378, 6.5049], [0.1747, -7.9125, -11.1086], [7.8998, 1.7127, 7.2906], [2.4707, 2.2151, -0.1485], [4.7559, 3.7703, 2.9220], [1.3248, -0.2336, 3.6341], [-5.3045, 0.1374, -2.1618], [-8.7279, 1.6714, -0.3123], [4.8125, -1.5951, 7.5499], [4.1776, 3.2738, 2.3267], [2.5424, -0.4803, 5.3828], [-1.0360, 2.0357, -2.5807], [2.2031, -0.5887, -5.8724], [4.7011, 0.5124, 8.0670], [4.4858, 0.4174, 5.5833], [1.5830, -5.9218, -10.6447], [5.3320, 2.6452, 6.0415], [0.3153, -1.1257, -4.3836], [2.9819, -0.6249, 3.2890], [6.6430, 3.9640, 4.1280], [1.5969, -1.4637, -6.0677], [-1.0913, 4.0388, 3.2984], [-6.7372, -4.0529, -6.2908], [-11.0016, -0.2296, -1.9624], [1.9927, 0.1765, 6.0685], [-0.2426, -2.8917, -5.4656], [-0.2152, 1.1954, 2.0902], [-4.5413, -3.0897, -5.6806], [-0.0813, 1.3052, -1.7673], [-6.5986, 1.5636, -0.6118], [-2.0650, -7.1356, -7.5364], [-10.0805, -1.8753, -3.5507], [-0.7896, -4.9312, -6.7745], [-7.6452, 0.1900, -1.8635], [-2.4631, 2.4818, -1.0451], [1.3392, 0.8002, 1.4116], [-9.9672, 1.1706, -0.6959], [2.7478, 2.2998, 4.8589], [7.1684, 5.3971, 5.0308], [1.8829, 1.8732, -2.6979], [1.5180, 2.6326, -0.4695], [0.7322, 1.6261, 1.7877], [-1.6398, -8.5280, -9.5466], [-1.0614, 2.8837, 4.5538], [-5.3560, -1.7790, -4.2004], [-2.0263, 4.3768, 3.0969], [-10.0474, 0.1750, -1.6542], [-7.7478, -1.8722, -3.9119], [0.5431, -5.4237, -8.8494], [0.4436, 3.6459, 1.0818], [-1.7375, 1.5846, 3.8223], [1.5166, 2.6450, 5.2207], [-8.8885, -0.3202, -2.2390], [6.5771, 4.4866, 5.0912], [6.2368, 0.6230, 8.1086], [-2.7001, 1.6410, 3.7678], [2.6610, 1.4783, 3.6306], [2.3489, -0.0164, 3.9379], [-8.7944, -3.2589, -5.1496], [5.7803, 3.2177, 7.6503], [6.6389, -0.3878, 8.0120], [-0.0080, -7.3110, -10.2280], [2.7019, -2.0487, -7.8200], [2.0867, -1.4643, 5.4902], [-0.9894, 1.6720, -3.6068], [-9.0039, -1.4026, -3.2616], [6.1819, 2.7929, 6.7202], [-0.4775, 4.8341, 3.4390], [1.2849, 3.3088, 6.4006], [7.0930, 3.6932, 6.1293], [-7.8259, -2.8521, -4.8933], [-2.6727, 0.8850, -1.7722], [0.5308, -1.7685, -5.2279], [0.0435, -3.7140, -6.5497], [1.7728, 3.2185, 2.8199], [-0.4924, -5.7613, -7.9760], [5.5349, 4.7761, 5.2812], [4.1639, 1.6977, 2.5780], [-10.8712, 1.5590, -0.2458], [1.4166, -4.2428, -8.5914], [-3.1491, 2.3378, -2.6701], [0.4827, 2.6432, 0.6556], [-2.4172, 1.9219, -1.9803], [5.6047, 0.6485, 3.7768], [-0.7266, 3.0853, -2.5976], [4.2692, 1.3942, 7.5788], [0.7797, -6.2005, -9.9768], [-1.2729, -6.8833, -8.2278], [-6.3871, -0.3009, -2.4967], [-8.6690, 2.4472, 0.4400], [-4.4026, -1.3531, -3.9199], [6.9708, 0.8941, 6.0721], [5.4033, 1.5778, 3.5974], [-1.0305, -7.6555, -9.3508], [0.8330, 2.8746, 7.1854], [4.5441, -1.2891, 5.2647], [1.1463, 1.9141, -1.7561], [-6.6750, -3.2897, -5.5267], [3.1991, -0.9900, 7.7879]], "lowdin_charge": [0.111, -0.070, 0.133, 0.113, -0.215, 0.097, -0.181, 0.111, -0.084, 0.114, 0.116, -0.162, -0.081, 0.097, -0.048, -0.010, 0.001, -0.198, 0.458, 0.118, 0.109, 0.123, 0.054, 0.070, 0.122, 0.085, -0.061, 0.113, -0.161, -0.182, -0.215, 0.109, -0.198, 0.063, 0.121, 0.073, 0.101, 0.088, 0.075, -0.052, -0.142, 0.111, 0.123, 0.108, -0.005, 0.099, 0.107, -0.053, 0.114, 0.119, 0.115, -0.279, -0.083, 0.067, 0.100, -0.054, 0.159, 0.096, 0.143, -0.083, -0.132, 0.108, 0.865, -0.002, 0.052, 0.002, -0.082, -0.083, 0.095, -0.275, -0.433, -0.079, -0.109, -0.176, 0.067, -0.407, -0.137, 0.122, 0.136, 0.110, -0.053, 0.121, 0.130, 0.123, -0.277, -0.253, 0.052, 0.158, -0.162, 0.003, 0.075, -0.056, -0.084, 0.134, -0.085, 0.085, 0.224, 0.109, -0.277, 0.085, -0.162, -0.067, 0.078, 0.127, 0.082, 0.000, -0.003, -0.272, 0.105, 0.116, 0.108, -0.192, -0.055, 0.113, 0.128, -0.483, -0.047, 0.110], "charge": 1, "orbital_gap_ha": 0.27888, "e_above_lowest_kcal_mol": 0.0, "e_lumo_ev": -3.1783, "energy_ha": -3838.128277, "molar_mass_da": 918.0, "homo_ev": -10.767, "largest_force_ha_per_bohr": 0.0204}

---

[2]
{"formula": "C10H24Cl2GaNOP2", "method": "the ωB97M-V functional and the def2-TZVPD basis", "elements": ["H", "H", "H", "Cl", "H", "C", "H", "H", "H", "Cl", "P", "C", "C", "P", "H", "N", "H", "H", "H", "H", "C", "H", "C", "H", "H", "C", "H", "C", "C", "H", "H", "O", "H", "H", "H", "H", "Ga", "C", "H", "C", "H"], "xyz": [[-4.2064, 0.4414, -0.8931], [1.7941, -1.4502, 3.1051], [3.2088, 3.7730, -1.6634], [-0.8694, -1.6553, 0.5140], [2.0165, 5.0313, -1.2051], [-1.0660, -3.2023, -2.2066], [3.0173, -3.0430, 0.3641], [-1.6736, 2.0031, -2.2775], [-3.1185, 1.0346, 2.0791], [0.1399, 1.5326, 3.1667], [-2.0174, 1.1267, -0.0771], [-3.0736, 1.7811, 1.2739], [3.5575, -0.2134, -0.1009], [2.0874, -0.8345, 0.7735], [1.9261, -2.5398, -0.9660], [1.1262, 2.1924, 0.0615], [3.7637, 0.8081, 0.2280], [-0.7679, -3.6700, -3.1777], [-0.6915, -3.7022, -1.2828], [3.3566, -0.2120, -1.1803], [-3.2167, -0.0388, -0.8454], [-4.0869, 1.9625, 0.8883], [1.5283, 3.0318, -0.6482], [-3.1362, 2.7279, -1.5136], [-3.2842, -0.9525, -0.2454], [2.6493, -1.1154, 2.4966], [3.4350, -1.8877, 2.4906], [-2.0905, 2.4263, -1.3549], [2.1331, 3.9851, -1.5776], [3.0243, -0.1774, 2.9149], [-2.6425, 2.7172, 1.6520], [-0.0861, -0.8625, -2.3658], [-2.8896, -0.3004, -1.8610], [-1.4856, 3.2815, -1.0406], [4.4121, -0.8633, 0.1365], [1.6825, 3.8750, -2.5880], [0.1985, 0.7717, 1.1645], [2.0613, -2.5520, 0.1248], [1.2345, -3.1082, 0.5765], [-0.6133, -1.8648, -2.0733], [-2.1557, -3.2634, -2.0582]], "nbo_charge": [0.268, 0.269, 0.301, -0.611, 0.310, -0.844, 0.268, 0.242, 0.267, -0.403, 0.948, -0.937, -0.949, 0.953, 0.224, -0.556, 0.250, 0.337, 0.349, 0.248, -0.921, 0.257, 0.577, 0.270, 0.271, -0.940, 0.260, -0.945, -0.756, 0.265, 0.261, -0.347, 0.221, 0.244, 0.270, 0.297, 1.126, -0.924, 0.272, 0.965, 0.344], "charge": 2, "orbital_gap_ha": 0.30540, "e_lumo_ev": -7.3408, "energy_ha": -4052.804428, "molar_mass_da": 376.9, "homo_ev": -15.651, "largest_force_ha_per_bohr": 0.1015}

---

[3]
{"formula": "C41H39Br5N7O4S2Tl", "method": "the ωB97M-V functional and the def2-TZVPD basis", "elements": ["Br", "C", "H", "C", "C", "C", "H", "H", "H", "C", "H", "C", "S", "H", "N", "C", "C", "H", "H", "N", "C", "Tl", "H", "C", "C", "C", "H", "H", "Br", "C", "H", "N", "C", "C", "O", "H", "C", "H", "C", "O", "H", "H", "C", "C", "H", "H", "C", "H", "Br", "H", "C", "H", "C", "H", "H", "N", "C", "H", "H", "N", "N", "Br", "C", "H", "H", "C", "C", "H", "C", "C", "C", "H", "C", "H", "C", "H", "C", "H", "C", "H", "O", "C", "O", "H", "C", "C", "C", "H", "H", "S", "C", "Br", "H", "H", "C", "H", "C", "C", "N"], "xyz": [[-1.3884, 0.2669, -6.6726], [-2.1555, 2.9626, -2.4693], [3.5239, 3.8809, -0.2608], [2.5728, -0.9972, -4.5921], [-0.7752, -4.0016, 3.0340], [-4.7739, -0.1229, 4.6779], [-2.2085, 0.9602, 0.9457], [2.2342, 5.0845, -0.1993], [4.4201, 0.3035, -0.9373], [-2.8752, 0.7585, 2.8072], [3.1732, -2.4876, 0.2866], [7.7750, -3.6573, 1.4626], [1.7884, 0.9820, 2.0858], [-5.5143, -0.4792, 5.3841], [-3.3294, 3.6392, -2.4022], [2.7156, 4.2709, 0.3461], [0.7035, 3.7324, 1.5633], [-2.9370, 4.9137, -0.8142], [-4.5720, 5.0453, -1.5228], [3.7913, -2.9457, 0.9411], [-5.1319, 0.1529, 3.3614], [-0.6248, -0.1635, -1.2241], [-2.9796, -3.4851, 1.3219], [2.1363, 1.9348, 0.7202], [5.4813, -3.7542, 2.0937], [-3.8590, 0.3768, -0.0836], [1.0925, 3.8800, 2.5775], [-4.1478, 3.6571, -0.4832], [4.1528, -1.5076, -3.6611], [6.1135, -2.6843, -0.0219], [-1.5853, 1.4091, -3.7784], [1.7316, 3.2457, 0.6584], [-4.4746, 0.4802, -1.3432], [1.5544, -4.5546, 3.4190], [-1.2558, -2.3289, 1.3578], [-3.1374, -0.1716, 6.0733], [3.5411, 0.2119, -0.2978], [2.3189, -5.1326, 3.9160], [0.2479, -0.2467, -5.8473], [1.4937, -0.7780, -2.5009], [8.8185, -3.8734, 1.6576], [-1.8150, -4.1707, 3.2689], [-6.4949, 1.4593, -0.4710], [-5.9443, 1.3791, 0.8013], [3.1419, 4.6742, 1.2742], [-6.5080, 1.7536, 1.6525], [1.4657, -0.7073, -3.7802], [3.7677, 2.5365, -1.9064], [1.2826, -0.4753, -8.5209], [1.4686, -1.0303, 1.3049], [5.1551, -3.0795, 0.9060], [-1.4779, 0.6066, 4.4207], [1.3782, -0.5598, -6.6283], [2.9099, -0.5682, -0.7294], [-7.4833, 1.8843, -0.6163], [-2.2099, 2.2314, -3.6001], [-2.6569, -2.4743, 1.5914], [2.0107, 2.8394, -1.7129], [7.0776, -4.5673, 3.2900], [2.8390, 1.4861, -0.3262], [4.3357, -4.0226, 2.8193], [4.0969, -1.3599, -6.9979], [-5.7613, 0.9771, -1.5476], [3.8387, -0.0279, 0.7200], [0.3457, 4.6826, 1.1650], [1.9301, -3.6150, 2.4493], [-3.4511, 0.0481, 5.0587], [-0.9788, 0.9375, 2.1337], [0.9660, -2.8475, 1.8080], [-4.1047, 3.3332, -3.5056], [3.3596, -3.5168, 2.1034], [-2.8988, -2.2685, 2.6370], [-4.6773, 0.8146, 0.9914], [-6.1564, -0.0122, 3.0462], [2.7977, 2.0942, -1.6581], [-0.1387, 3.0499, 1.5939], [0.2390, -0.2927, -4.4537], [-3.6518, 1.9336, -5.1552], [2.5440, -0.9317, -5.9949], [8.2089, -2.6992, -0.4157], [1.2964, -1.9076, 0.8674], [-3.4059, 2.4491, -4.2453], [-0.8052, 0.0050, -3.7360], [2.5750, 1.2955, -2.3660], [-4.2238, 0.5972, 2.4048], [-2.5174, 0.4839, 4.1327], [6.8150, -4.0484, 2.3768], [5.8395, -2.1746, -0.9373], [-3.1279, -1.7288, 0.9490], [-0.8720, 3.0701, -1.3667], [7.4287, -2.9851, 0.2786], [-0.3077, -5.9907, 5.0071], [-6.1846, 1.0059, -2.5477], [-3.9328, 0.1442, -2.2292], [0.2203, -4.7161, 3.6919], [-5.0919, 3.7391, -3.6315], [-3.7764, 4.3612, -1.2307], [-0.4048, -3.0648, 2.0804], [-1.9299, 1.1936, 1.9073]], "lowdin_charge": [0.711, -0.784, 0.067, -0.631, -0.057, -0.137, -0.019, 0.092, 0.078, -0.284, 0.136, -0.120, 0.706, 0.079, -0.123, -0.063, -0.144, 0.059, 0.083, 0.189, -0.068, 0.913, 0.099, -0.737, -0.234, -0.102, 0.078, 0.090, 0.705, -0.017, 0.069, -0.235, -0.174, -0.091, -0.103, 0.086, -0.097, 0.099, -0.628, -0.293, 0.087, 0.096, -0.144, -0.097, 0.091, 0.091, -0.469, 0.091, 0.628, -0.019, -0.184, 0.103, -0.784, 0.054, 0.077, 0.081, -0.045, 0.053, 0.101, -0.166, 0.166, 0.633, -0.150, 0.059, 0.077, -0.065, -0.134, 0.024, -0.172, -0.083, -0.245, 0.093, -0.236, 0.099, -0.039, 0.035, -0.419, 0.090, -0.782, 0.092, -0.072, -0.096, -0.317, 0.078, -0.144, -0.054, -0.035, 0.086, 0.061, 0.571, -0.110, 0.687, 0.081, 0.069, -0.675, 0.110, -0.037, -0.208, 0.118], "charge": -2, "orbital_gap_ha": 0.20355, "e_above_lowest_kcal_mol": 6.7, "e_lumo_ev": 3.6199, "energy_ha": -16109.104778, "molar_mass_da": 1361.8, "homo_ev": -1.919, "largest_force_ha_per_bohr": 0.0059}

---

[4]
{"formula": "C6H11NO", "method": "the ωB97M-V functional and the def2-TZVPD basis", "elements": ["H", "H", "C", "H", "H", "H", "H", "C", "H", "N", "H", "H", "H", "C", "O", "H", "C", "C", "C"], "xyz": [[0.6564, 0.5633, -1.9569], [3.7355, 0.6018, -0.2232], [0.8067, -0.5048, -1.5272], [-0.9581, -0.9819, 0.3702], [0.0077, -1.1355, -1.9642], [-3.2108, 1.8307, 0.2382], [-2.4059, -0.0797, -0.5126], [2.0366, -0.5712, 0.6296], [-0.5656, 2.0706, 0.4664], [3.3217, -0.3351, -0.0494], [2.2358, -0.4255, 1.7032], [-0.1615, 0.0211, 1.6833], [3.9717, -1.0316, 0.3991], [-2.5631, 1.0345, 0.1566], [-3.2668, -0.1682, 0.1687], [1.7642, -0.8299, -1.9255], [0.8769, -0.4775, -0.0929], [-1.1186, 1.1280, 0.2987], [-0.4030, -0.0943, 0.6549]], "nbo_charge": [0.222, 0.389, -0.672, 0.218, 0.216, 0.189, 0.509, -0.055, 0.228, -0.908, 0.184, 0.231, 0.364, 0.045, -0.658, 0.250, 0.025, -0.285, -0.493], "orbital_gap_ha": 0.34440, "e_above_lowest_kcal_mol": 127.2, "e_lumo_ev": 0.8614, "energy_ha": -365.028725, "molar_mass_da": 113.2, "homo_ev": -8.510, "largest_force_ha_per_bohr": 0.1092}

---

[5]
{"formula": "C4H3O5Rh", "method": "the ωB97M-V functional and the def2-TZVPD basis", "elements": ["C", "H", "C", "Rh", "O", "H", "O", "O", "H", "C", "O", "C", "O"], "xyz": [[0.7143, -1.2498, -0.2096], [-1.4339, -1.6456, -0.4859], [-0.6268, -0.9545, -0.2382], [1.5503, -0.1061, 1.3460], [-2.1480, 1.2805, -0.7675], [-2.5530, 2.5384, 1.1951], [-1.0574, -0.0019, 0.7310], [2.7991, 0.4343, 0.0283], [0.8899, -2.3213, -0.3584], [2.5658, -0.1744, -1.0833], [-2.1657, 1.6906, 1.4501], [-1.8723, 0.9869, 0.3664], [3.3376, -0.4769, -1.9739]], "nbo_charge": [-0.356, 0.223, 0.209, 1.263, -0.559, 0.528, -0.539, -0.681, 0.238, 0.737, -0.656, 0.971, -0.379], "charge": 1, "multiplicity": 6, "orbital_gap_ha": [0.25494, 0.24930], "e_above_lowest_kcal_mol": 1.8, "e_lumo_ev": [-5.5787, -8.6311], "energy_ha": -640.392191, "molar_mass_da": 234.0, "homo_ev": [-12.516, -15.415], "largest_force_ha_per_bohr": 0.0839}

---

[6]
{"formula": "C6H7NO4Yb", "method": "the ωB97M-V functional and the def2-TZVPD basis", "elements": ["H", "C", "H", "C", "O", "H", "C", "O", "H", "O", "H", "N", "O", "Yb", "H", "H", "C", "C", "C"], "xyz": [[0.9642, 1.2230, -3.2102], [0.1226, 2.3978, 0.9172], [-0.0270, -1.0386, 3.1977], [0.0373, 0.6851, -3.1014], [-0.1589, -3.4827, 1.1010], [0.8403, -1.2640, -3.3198], [-2.4466, 0.1620, 0.6798], [-3.5486, 0.1999, 1.0040], [-0.8314, 1.3036, -3.2279], [3.5659, -0.1408, 1.0719], [-0.8650, 0.4177, 3.2096], [-0.0234, -0.0633, 2.8337], [0.1721, 3.4692, 1.3478], [0.0102, 0.0204, -0.6581], [-0.9436, -1.1728, -3.3367], [0.8133, 0.4157, 3.2230], [2.4509, -0.0731, 0.7415], [-0.1054, -2.3984, 0.6853], [-0.0268, -0.6607, -3.1583]], "nbo_charge": [0.291, 0.440, 0.415, -0.509, -0.262, 0.287, 0.431, -0.260, 0.292, -0.265, 0.413, -1.102, -0.272, 1.977, 0.287, 0.413, 0.433, 0.432, -0.442], "charge": 3, "multiplicity": 2, "orbital_gap_ha": [0.28771, 0.18830], "e_above_lowest_kcal_mol": 40.8, "e_lumo_ev": [-14.3186, -16.9107], "energy_ha": -1745.959216, "molar_mass_da": 330.2, "homo_ev": [-22.148, -22.035], "largest_force_ha_per_bohr": 0.1211}